# C40H40FN5O2S2Ti

A molecular structure, C40H40FN5O2S2Ti (ωB97M-V/def2-TZVPD, the OMol25 dataset).

Structure (XYZ):
```
91
Properties=species:S:1:pos:R:3:forces:R:3
Ti -1.017724 -1.351677 1.675822 -0.7 -1.0 -2.4
O -1.448035 -3.198783 2.299552 0.0 -0.4 0.0
C -2.175784 -4.094911 1.704457 -0.1 0.1 0.2
C -1.851910 -5.464224 1.789826 0.1 -0.1 -0.1
C -2.605172 -6.414165 1.134430 0.0 0.0 0.0
C -3.742601 -6.060236 0.401948 0.0 0.0 0.0
C -4.115405 -4.731643 0.367203 0.0 -0.1 -0.1
C -3.357249 -3.746450 0.999316 -0.1 0.1 0.1
C -3.878656 -2.398066 1.097654 0.0 -0.1 0.1
N -3.222573 -1.407208 1.558944 -0.1 -0.1 0.1
C -3.866164 -0.135778 1.793394 0.0 0.1 -0.1
C -3.082200 0.568816 2.895535 0.0 0.0 -0.1
N -1.649128 0.172633 2.897051 -0.9 0.3 0.1
C -0.963873 0.795273 3.787656 0.5 0.4 0.5
C 0.426617 0.603797 4.104023 -0.2 0.1 0.0
C 1.013684 1.347316 5.141028 0.0 0.0 0.0
C 2.329019 1.166354 5.486795 0.1 -0.1 0.0
C 3.094740 0.214139 4.787177 0.0 0.1 0.2
C 2.552651 -0.523053 3.768776 -0.1 0.0 -0.2
C 1.201068 -0.338166 3.397418 0.3 0.3 0.2
O 0.687827 -1.000948 2.417562 0.4 -0.2 0.2
H -0.969356 -5.736100 2.355498 0.0 0.0 0.0
H -2.308889 -7.455888 1.189475 0.0 0.0 0.0
H -4.324296 -6.813292 -0.112788 0.0 0.0 0.0
H -5.014241 -4.432893 -0.163640 0.0 0.0 0.0
H -4.924955 -2.271604 0.797664 0.0 0.1 0.1
H -4.909408 -0.260997 2.101692 0.0 0.0 0.0
H -3.842035 0.452402 0.874262 0.1 0.0 0.0
H -3.503976 0.315984 3.871616 0.0 -0.1 0.0
H -3.148977 1.650282 2.766349 0.0 0.0 0.0
H -1.486694 1.541773 4.392160 0.1 0.0 0.0
H 0.405017 2.073409 5.670521 0.0 0.0 0.0
H 2.771058 1.746128 6.285948 0.0 0.0 0.0
H 4.134354 0.065789 5.054415 0.0 0.0 0.0
H 3.134080 -1.245643 3.209062 0.0 0.0 0.0
C 0.946617 3.569741 1.011041 0.0 0.0 0.0
C 1.624411 2.276359 0.561027 0.1 0.0 0.0
C 3.077826 2.241948 1.051314 0.0 0.0 0.0
C 1.565859 2.067350 -0.943973 0.0 0.0 0.1
C 1.912959 3.106818 -1.804252 0.0 0.0 0.0
C 1.985201 2.900947 -3.172730 0.0 0.0 0.0
C 1.718938 1.646616 -3.699091 0.0 0.0 0.0
C 1.335872 0.591356 -2.879964 0.0 0.0 0.0
C 1.079362 -0.778976 -3.482514 0.0 0.0 -0.1
C -0.058976 -0.762164 -4.503758 0.0 0.0 0.0
C 2.353680 -1.342959 -4.118428 0.0 0.0 0.0
C 1.238090 0.823776 -1.499330 0.2 -0.1 -0.1
N 0.852788 -0.252098 -0.634977 0.0 0.1 -0.2
C 1.825393 -1.195903 -0.383506 -0.1 -0.2 0.2
C 3.179563 -0.934791 -0.684877 0.0 -0.1 0.0
C 4.193828 -1.845457 -0.440290 0.0 -0.1 0.0
C 3.927463 -3.087153 0.117993 0.0 0.1 0.0
C 2.608351 -3.385168 0.429584 0.0 0.0 0.0
C 1.612403 -2.471600 0.182294 -0.2 0.2 -0.1
F 0.355281 -2.865024 0.551922 0.7 0.1 0.1
H 0.882682 3.591146 2.102745 0.0 0.0 0.0
H -0.063276 3.646764 0.607473 0.0 0.0 0.0
H 1.516378 4.449706 0.697864 0.0 0.0 0.0
H 1.105806 1.437113 1.025805 0.0 0.0 0.0
H 3.663766 3.040145 0.585851 0.0 0.0 0.0
H 3.546807 1.286912 0.812388 0.0 0.0 0.0
H 3.116081 2.372599 2.136702 0.0 0.0 0.0
H 2.150979 4.081972 -1.394312 0.0 0.0 0.0
H 2.265122 3.716947 -3.829463 0.0 0.0 0.0
H 1.800599 1.487640 -4.769118 0.0 0.0 0.0
H 0.755950 -1.445649 -2.682792 0.0 0.0 0.0
H 0.163092 -0.090399 -5.340435 0.0 0.0 0.0
H -0.983423 -0.453798 -4.021646 0.0 0.0 0.0
H -0.199127 -1.766767 -4.910224 0.0 0.0 0.0
H 2.681832 -0.721634 -4.957843 0.0 0.0 0.0
H 2.164245 -2.349017 -4.500169 0.0 0.0 0.0
H 3.169179 -1.402307 -3.396988 0.0 0.0 0.0
H 3.436473 0.017404 -1.126061 0.0 0.0 0.0
H 5.209890 -1.570264 -0.697747 0.0 0.0 0.0
H 4.715707 -3.803942 0.304721 0.0 0.0 0.0
H 2.318638 -4.329646 0.872224 0.0 0.0 0.0
S -1.566628 -1.684012 -1.130386 0.4 0.6 0.7
C -0.586754 -0.394447 -0.297566 -0.3 -0.3 0.3
C -2.911260 5.450149 -2.152681 0.0 0.0 0.0
C -2.412334 4.058947 -2.419714 0.0 0.0 0.0
C -2.191264 3.593226 -3.712756 0.0 0.0 0.0
C -1.722390 2.299085 -3.832895 0.0 0.0 0.1
N -1.474993 1.522186 -2.786072 0.0 0.0 -0.1
C -1.681055 2.063588 -1.594862 -0.2 0.1 0.3
S -1.381765 1.190328 -0.086944 0.1 -0.1 0.0
N -2.165801 3.298311 -1.360399 0.1 -0.1 -0.2
H -3.295655 5.919066 -3.058005 0.0 0.0 0.0
H -2.096759 6.062557 -1.761495 0.0 0.0 0.0
H -3.693057 5.423379 -1.394536 0.0 0.0 0.0
H -2.382857 4.211391 -4.579463 0.0 0.0 0.0
H -1.530528 1.855352 -4.806478 0.0 0.0 0.0
```
Positions in Å, forces in eV/Å.

Electronic energy, Eh: -3718.40831
2S+1: 2
Lowest unoccupied orbital energy (alpha / beta), Ha: 0.0922 / 0.0883
Kohn-Sham gap (alpha / beta), eV: 5.78 / 5.64
Highest occupied orbital energy (alpha / beta), eV: -3.27 / -3.23
Charge: -1


# C40H40GeN3O2Re

A molecular structure, C40H40GeN3O2Re (ωB97M-V/def2-TZVPD, the OMol25 dataset).

Structure (XYZ):
```
87
Properties=species:S:1:pos:R:3:forces:R:3
Re 0.135399 -0.284502 0.018868 0.0 0.0 0.0
C -1.371664 0.729919 -2.379929 0.0 0.0 0.0
N -0.794453 -0.595289 -1.973005 0.0 0.0 0.0
C 0.145423 -0.981750 -3.091421 0.0 0.0 0.0
C 1.436734 -1.665369 -2.697070 0.0 0.0 0.0
C 2.424636 -0.768049 -1.976549 0.0 0.0 0.0
N 2.037634 -0.492611 -0.574685 0.1 0.0 0.0
C 3.074422 -0.414264 0.281823 -0.1 0.0 0.0
C 3.037220 0.041554 1.578965 0.0 0.0 0.0
C 4.107838 -0.404013 2.570172 0.0 0.0 0.0
C 3.685929 -0.053283 4.010582 0.0 0.0 0.0
C 2.849692 1.173504 4.163828 0.0 0.0 0.0
C 2.039166 1.623081 3.204018 0.0 0.0 0.0
C 1.986601 0.883051 1.966236 0.0 0.0 0.0
O 0.935467 1.075547 1.231188 0.0 0.0 0.0
C -1.950629 -1.550751 -1.927812 0.0 0.0 0.0
C -1.567391 -2.963247 -1.513215 0.0 0.0 0.0
C -1.458935 -3.125502 -0.002663 0.0 0.0 0.0
N -0.911954 -1.900487 0.618586 0.0 -0.1 0.0
C -1.175844 -1.476373 2.040856 0.0 0.0 0.0
C -1.798462 -0.178739 2.430767 0.0 0.1 0.0
C -2.369561 -0.103484 3.698075 0.0 0.0 0.0
C -2.897736 1.091425 4.160950 0.0 0.0 0.0
C -2.880212 2.221749 3.354132 0.0 0.1 0.0
C -2.340171 2.163807 2.079839 0.0 0.0 0.0
C -1.803281 0.967659 1.629268 0.0 0.0 0.0
O -1.353001 0.858566 0.349197 0.0 0.1 -0.1
H -1.721227 0.655199 -3.410302 0.0 0.0 0.0
H -0.599979 1.499342 -2.326842 0.0 0.0 0.0
H -2.191374 0.998194 -1.725600 0.0 0.0 0.0
H 0.403632 -0.065168 -3.621836 0.0 0.0 0.0
H -0.417982 -1.600530 -3.792063 0.0 0.0 0.0
H 1.906771 -1.987826 -3.629251 0.0 0.0 0.0
H 1.263581 -2.572276 -2.115954 0.0 0.0 0.0
H 2.544293 0.178278 -2.511244 0.0 0.0 0.0
H 3.403582 -1.250671 -1.966905 0.0 0.0 0.0
H 4.031447 -0.767577 -0.097727 0.0 0.0 0.0
H 5.088430 0.006023 2.320866 0.0 0.0 0.0
H 4.581171 0.079522 4.614534 0.0 0.0 0.0
H 2.855398 1.659783 5.133000 0.0 0.0 0.0
H 1.357393 2.452414 3.332523 0.0 0.0 0.0
H -2.399760 -1.556854 -2.923016 0.0 0.0 0.0
H -2.685560 -1.131188 -1.238349 0.0 0.0 0.0
H -0.645846 -3.274345 -2.004234 0.0 0.0 0.0
H -2.336432 -3.649487 -1.868321 0.0 0.0 0.0
H -0.823139 -3.967542 0.269716 0.0 0.0 0.0
H -2.445370 -3.272918 0.435859 0.0 0.0 0.0
H -1.569112 -2.315624 2.612731 0.0 0.0 0.0
H -2.389260 -0.985960 4.327760 0.0 0.0 0.0
H -3.331032 1.139757 5.150306 0.0 0.0 0.0
H -3.301838 3.150105 3.714680 0.0 0.0 0.0
H -2.337292 3.023648 1.423935 0.0 0.0 0.0
C 0.211705 -1.700517 1.549093 0.0 0.1 0.0
Ge 1.326436 -3.138809 2.506113 0.0 0.0 -0.1
C 2.854773 -2.328921 3.358758 0.0 0.0 0.0
C 2.919284 -1.333913 4.549050 0.0 0.0 0.0
C 3.881461 -1.982137 5.526276 0.0 0.0 0.0
C 4.661655 -2.843251 4.890765 0.0 0.0 0.0
C 4.201480 -3.038601 3.486907 0.0 0.0 0.0
C 4.011391 -1.929470 2.476948 0.0 0.0 0.0
C -0.011371 -3.898908 3.683497 0.0 0.0 0.0
C -0.177900 -3.411555 4.979737 0.0 0.0 0.0
C -1.205123 -3.882517 5.786169 0.0 0.0 0.0
C -2.080810 -4.845304 5.302662 0.0 0.0 0.0
C -1.919671 -5.348088 4.018192 0.0 0.0 0.0
C -0.891687 -4.875959 3.214162 0.0 0.0 0.0
C 1.933443 -4.431402 1.190145 0.0 0.0 0.1
C 2.379807 -4.043840 -0.071902 0.0 0.0 0.0
C 2.851940 -4.976512 -0.984604 0.0 0.0 0.0
C 2.889732 -6.320332 -0.636855 0.0 0.0 0.0
C 2.462247 -6.721661 0.620859 0.0 0.0 0.0
C 1.988181 -5.784181 1.529312 0.0 0.0 0.0
H 1.951411 -1.068642 4.972791 0.0 0.0 0.0
H 4.014326 -1.623194 6.538033 0.0 0.0 0.0
H 5.516452 -3.359176 5.302516 0.0 0.0 0.0
H 4.350371 -4.007635 3.024180 0.0 0.0 0.0
H 4.030797 -2.319618 1.464448 0.0 0.0 0.0
H 0.502867 -2.667870 5.377158 0.0 0.0 0.0
H -1.316821 -3.506421 6.794594 0.0 0.0 0.0
H -2.880132 -5.214020 5.931336 0.0 0.0 0.0
H -2.588199 -6.114186 3.647937 0.0 0.0 0.0
H -0.766123 -5.295772 2.221708 0.0 0.0 0.0
H 2.373308 -2.994073 -0.336335 0.0 0.0 0.0
H 3.201388 -4.661267 -1.960394 0.0 0.0 0.0
H 3.260531 -7.052646 -1.341353 0.0 0.0 0.0
H 2.501400 -7.767085 0.896241 0.0 0.0 0.0
H 1.661260 -6.116266 2.508218 0.0 0.0 0.0
```
Positions in Å, forces in eV/Å.

Electronic energy, Eh: -4017.56684
Lowest unoccupied orbital energy (alpha / beta), Ha: -0.2642 / -0.2663
Kohn-Sham gap (alpha / beta), eV: 6.28 / 6.23
Highest occupied orbital energy (alpha / beta), eV: -13.47 / -13.48
Charge: +2